No. 1
C30H45Cl2O7S2Se2SiSn | ωB97M-V/def2-TZVPD

Results
HOMO-LUMO gap: 0.2528 Ha
ΔE to the lowest compared entry with this formula, charge and spin: 0.0 kcal/mol
total charge: -1
spin multiplicity: 1

Positions of all 90 atoms, in Å:
Sn -0.54690 0.93800 -0.55255
Cl -4.98273 3.91593 4.50814
C -3.93343 3.61844 3.14573
C -2.81432 4.43373 2.95252
C -1.98782 4.20698 1.88571
Cl -0.61293 5.23535 1.65138
C -2.19113 3.14921 0.93746
O -1.37076 2.99925 -0.02700
C -3.35256 2.34809 1.17288
C -3.81145 1.26827 0.30432
O -3.26226 0.76135 -0.65844
C -4.19842 2.60780 2.26639
H -2.60068 5.24224 3.63799
H -4.80402 0.87614 0.60206
H -5.07489 1.98613 2.40675
O 0.12482 -1.45937 -4.03176
C -0.95946 -1.21406 -4.90308
C -2.25936 -0.82867 -4.18366
C -3.37739 -1.06522 -5.21493
O -4.66580 -0.63751 -4.80105
C -2.30598 0.66189 -3.77882
Se -0.64229 1.52688 -3.16743
C -2.54093 -1.77308 -3.00884
Se -1.06378 -2.04638 -1.74520
H 0.40379 -0.58034 -3.69257
H -1.11340 -2.14014 -5.46610
H -0.70924 -0.42098 -5.61803
H -3.39769 -2.12936 -5.48550
H -3.15381 -0.49455 -6.11909
H -4.83587 -0.98801 -3.92080
H -3.07012 0.81793 -3.02166
H -2.60793 1.23664 -4.65541
H -2.83352 -2.76196 -3.36548
H -3.34655 -1.35971 -2.40063
C 2.54670 0.39069 3.95456
C 1.35555 0.92894 3.16679
C 0.07778 0.21244 3.58886
C 1.20818 2.43425 3.35579
O 1.50843 0.65895 1.77432
Si 2.80219 0.70641 0.75755
S 2.08361 0.85924 -1.17624
O 3.72478 1.95672 1.29918
C 5.04046 2.37109 0.94036
C 5.44831 1.85498 -0.43631
C 5.99078 1.83639 2.00791
C 5.02185 3.89512 0.94377
O 3.76847 -0.61529 1.02312
C 3.53882 -1.98090 0.65994
C 2.06330 -2.34122 0.78805
C 4.36106 -2.80999 1.63978
C 4.02652 -2.20716 -0.76729
H 2.40516 0.57558 5.02197
H 3.46907 0.87546 3.63235
H 2.65017 -0.68412 3.79496
H -0.12478 0.37334 4.64980
H 0.18054 -0.85940 3.40596
H -0.76936 0.58132 3.00683
H 1.03079 2.67745 4.40637
H 0.36618 2.80148 2.76558
H 2.11126 2.94254 3.01840
H 5.45433 0.76331 -0.45200
H 6.45135 2.21168 -0.68034
H 4.75239 2.20521 -1.19839
H 5.94778 0.74619 2.02163
H 5.69404 2.20917 2.99038
H 7.01819 2.15102 1.81009
H 4.31098 4.25614 0.19978
H 6.01124 4.29702 0.71478
H 4.71115 4.26202 1.92356
H 1.70661 -2.11991 1.79268
H 1.90753 -3.40621 0.59073
H 1.46588 -1.76779 0.07762
H 4.01270 -2.63818 2.66028
H 5.41230 -2.52193 1.58103
H 4.27292 -3.87478 1.41355
H 3.47450 -1.56802 -1.45640
H 3.88182 -3.24968 -1.06020
H 5.09032 -1.96891 -0.84023
S -2.46480 -2.51342 -0.04501
C -1.39408 -3.52487 0.94970
C -0.88919 -4.73667 0.48405
C -0.08267 -5.51201 1.30169
C 0.21020 -5.09387 2.59604
C -0.29696 -3.89146 3.06225
C -1.08850 -3.10294 2.23778
H -1.11956 -5.05234 -0.52526
H 0.31567 -6.44767 0.92973
H 0.83847 -5.70258 3.23391
H -0.06030 -3.55025 4.06272
H -1.46441 -2.14736 2.57991

***

No. 2
C19H25N3O3S2 | ωB97M-V/def2-TZVPD

Results
SMILES: CC(=O)Nc1sc(C)c(C)c1CN1CCN(S(=O)(=O)c2ccccc2)CC1
HOMO-LUMO gap: 0.2946 Ha
ΔE to the lowest compared entry with this formula, charge and spin: 0.0 kcal/mol
spin multiplicity: 1

Positions of all 52 atoms, in Å:
C 0.49980 3.28482 3.60854
C 1.67872 2.51096 3.06794
O 2.84044 2.83331 3.21688
N 1.33285 1.38976 2.38645
C 2.27460 0.57718 1.78212
C 2.01150 -0.55108 1.05527
C 3.20365 -1.14451 0.54811
C 4.32390 -0.45153 0.90057
S 3.95600 0.95172 1.86287
C 5.74372 -0.75856 0.56638
H 5.89919 -0.76203 -0.51269
H 6.39334 -0.00649 1.00563
H 6.03333 -1.73499 0.95530
C 3.20417 -2.39514 -0.27341
H 2.73156 -3.21032 0.27341
H 2.65226 -2.24389 -1.20143
H 4.21953 -2.68739 -0.52192
C 0.62780 -1.10773 0.87236
N -0.36870 -0.04598 0.77624
C -1.72949 -0.53586 0.92220
C -2.68937 0.65634 0.96552
N -2.53772 1.51450 -0.18072
S -3.57871 1.31529 -1.46242
O -3.34359 2.41253 -2.35156
O -4.88149 1.12235 -0.89931
C -3.10693 -0.19921 -2.30771
C -3.67865 -1.39552 -1.92026
C -3.28579 -2.56776 -2.54634
C -2.33040 -2.52729 -3.55035
C -1.77615 -1.31857 -3.94311
C -2.16754 -0.14476 -3.31904
H -1.77012 0.81446 -3.61156
H -1.04296 -1.29004 -4.73490
H -2.02348 -3.44149 -4.03613
H -3.72524 -3.50938 -2.25378
H -4.43183 -1.38773 -1.14797
C -1.17609 1.89892 -0.45415
C -0.23669 0.69290 -0.47187
H 0.79682 1.03325 -0.56317
H -0.46804 0.04599 -1.33605
H -1.17545 2.41834 -1.41169
H -0.85411 2.59812 0.32612
H -3.72851 0.32942 0.98560
H -2.48714 1.24993 1.86481
H -1.80313 -1.09189 1.86029
H -2.00471 -1.21228 0.09433
H 0.36929 -1.72425 1.74172
H 0.60203 -1.75833 -0.01623
H 0.37129 1.12967 2.17082
H -0.11978 3.64182 2.78812
H -0.10400 2.64728 4.25054
H 0.85999 4.13512 4.17962

***

No. 3
C3HO3S | ωB97M-V/def2-TZVPD

Results
HOMO-LUMO gap (spin up / spin down): 0.2643 / 0.2764 Ha
ΔE to the lowest compared entry with this formula, charge and spin: 65.6 kcal/mol
total charge: -1
spin multiplicity: 1

Positions of all 8 atoms, in Å:
C -2.28175 -1.12262 0.37937
C 1.51446 -1.10885 0.31304
C 0.13651 -0.56500 -0.08713
O 1.70414 -2.30203 0.64911
O -2.71301 -0.15793 0.93492
O 2.36028 -0.15437 0.08523
S -1.01166 -1.59050 -0.66505
H 0.13954 0.47894 -0.59556